This record from the Open Molecules 2025 dataset describes 3 unconnected molecules or ions with the total composition C9H10Cl4N2 in a non-equilibrium geometry. The level of theory is the ωB97M-V functional and the def2-TZVPD basis.

Computed properties:
2S+1: 1
Maximum force: 1.436 eV/A
Orbital gap: 8.6 eV
SMILES: ClC(Cl)(Cl)Cl.c1cc[nH]c1.c1cc[nH]c1
ΔE to the lowest compared entry with this formula, charge and spin: 0.00 kJ/mol

Geometry as XYZ:
```
25
Properties=species:S:1:pos:R:3:nbo_charge:R:1
Cl 26.95882 -3.47489 -16.04884 0.07
C 27.29456 -3.16154 -14.35470 -0.22
Cl 28.99705 -2.84229 -14.09101 0.08
Cl 26.34877 -1.72546 -13.85125 0.03
Cl 26.75050 -4.52431 -13.35068 0.04
C 29.53418 -0.78398 -11.60629 -0.31
C 29.20750 0.56602 -11.92379 -0.30
C 27.95878 0.84038 -11.41004 -0.09
N 27.51654 -0.31232 -10.79495 -0.51
C 28.42899 -1.29661 -10.97386 -0.07
H 30.41763 -1.32037 -11.90116 0.22
H 29.81031 1.30588 -12.42564 0.22
H 27.43415 1.77246 -11.30011 0.21
H 26.63985 -0.39063 -10.31758 0.41
H 28.37271 -2.26315 -10.49752 0.21
C 21.64970 -0.64179 -15.47926 -0.30
C 22.61080 -0.94077 -14.49484 -0.31
C 22.26159 -0.19090 -13.38707 -0.07
N 21.15111 0.54074 -13.68201 -0.50
C 20.72268 0.23861 -14.95053 -0.09
H 21.56502 -1.09996 -16.45182 0.22
H 23.55542 -1.44859 -14.57686 0.23
H 22.61381 -0.10552 -12.36965 0.20
H 20.65790 1.15688 -13.06626 0.41
H 19.87652 0.77572 -15.34345 0.21
```